Computed, not measured: the ion C2H4NO2 with charge +1 at a distorted geometry, with ωB97M-V/def2-TZVPD.

Structure (XYZ):
```
9
Properties=species:S:1:pos:R:3:lowdin_charge:R:1
C -0.978 -0.194 -0.326 -0.01
C 0.076 0.493 0.495 0.08
O 1.264 0.955 -0.392 0.21
N 1.488 -0.154 0.164 -0.13
O 2.380 -0.930 0.203 0.31
H -1.947 0.279 -0.183 0.10
H -1.133 -1.262 -0.015 0.13
H -0.971 -0.253 -1.398 0.10
H -0.178 1.066 1.450 0.21
```

Output
E_LUMO = -6.92 eV
frontier orbital gap = 10.88 eV
net charge = +1
structure (SMILES) = C[C@@H]1O[N+]1=O
HOMO energy = -17.797 eV
energy above the lowest of the compared OMol25 structures with the same formula, charge and spin = 571.53 kJ/mol


Computed, not measured: the ion C2H4NO2S with charge -1 at a distorted geometry, with ωB97M-V/def2-TZVPD.

Structure (XYZ):
```
10
Properties=species:S:1:pos:R:3:lowdin_charge:R:1
C 0.156 1.178 0.627 -0.01
C 1.012 0.205 -0.131 -0.51
N -0.018 0.141 -1.068 -0.17
O -1.300 -1.070 0.906 -0.60
O -1.057 -2.301 -1.201 -0.57
S -1.455 -1.040 -0.580 0.59
H -0.659 0.710 1.236 0.03
H 0.114 2.234 0.444 0.03
H 1.931 0.689 -0.667 0.10
H 1.276 -0.746 0.434 0.10
```

Output
E_LUMO (spin up / spin down) = 4.23 / 4.23 eV
frontier orbital gap (spin up / spin down) = 7.77 / 7.77 eV
net charge = -1
HOMO energy (spin up / spin down) = -3.540 / -3.541 eV
energy above the lowest of the compared OMol25 structures with the same formula, charge and spin = 326.39 kJ/mol


Computed, not measured: the ion C2H4NO2S with charge -1 at a distorted geometry, with ωB97M-V/def2-TZVPD.

Structure (XYZ):
```
10
Properties=species:S:1:pos:R:3:lowdin_charge:R:1
C -1.349 0.070 -0.149 -0.18
N 0.047 0.282 -0.125 -0.61
S 0.597 1.786 -0.583 0.36
C 0.948 -0.648 0.358 -0.72
O 0.572 -1.713 0.764 0.02
O 2.256 -0.346 0.244 0.00
H -1.538 -0.985 -0.297 0.08
H -1.764 0.278 0.733 0.03
H -1.860 0.650 -0.929 0.07
H 2.091 0.625 -0.016 -0.05
```

Output
E_LUMO = 3.95 eV
frontier orbital gap = 6.46 eV
net charge = -1
structure (SMILES) = CN([S-])C(=O)O
HOMO energy = -2.512 eV
energy above the lowest of the compared OMol25 structures with the same formula, charge and spin = 0.00 kJ/mol


Computed, not measured: the ion C2H4NO2S with charge -1 at a distorted geometry, with ωB97M-V/def2-TZVPD.

Structure (XYZ):
```
10
Properties=species:S:1:pos:R:3:lowdin_charge:R:1
H -2.635 0.660 -0.009 0.02
N -1.915 0.032 -0.316 0.02
C -0.872 0.583 -0.618 -0.36
C 0.616 -0.403 -1.028 -0.32
S 1.216 -0.192 0.617 0.47
O 2.676 -0.425 0.740 -0.50
O 0.711 0.984 1.312 -0.46
H -0.761 1.644 -0.867 0.07
H 0.278 -1.477 -1.281 0.01
H 0.686 -1.407 1.451 0.05
```

Output
E_LUMO = 4.11 eV
frontier orbital gap = 7.59 eV
net charge = -1
structure (SMILES) = [H]/N=C/C=[S@@H](=O)[O-]
HOMO energy = -3.485 eV
energy above the lowest of the compared OMol25 structures with the same formula, charge and spin = 419.69 kJ/mol


Computed, not measured: a cluster of 2 separate species, C2H4NO3 in total, with ωB97M-V/def2-TZVPD.

Structure (XYZ):
```
10
Properties=species:S:1:pos:R:3:lowdin_charge:R:1
C 1.096 -1.382 -0.693 -0.44
N 0.420 -1.033 0.410 0.13
O 1.255 -2.546 -1.056 -0.07
H 1.579 -0.548 -1.219 0.12
H 0.273 -0.043 0.626 0.05
H 0.139 -1.821 0.973 0.10
O -1.566 1.423 1.309 -0.13
C -1.128 1.742 0.187 -0.68
O 0.060 1.716 -0.226 -0.16
H -1.888 2.081 -0.564 0.09
```

Output
E_LUMO = 4.16 eV
frontier orbital gap = 8.85 eV
net charge = -1
HOMO energy = -4.690 eV
energy above the lowest of the compared OMol25 structures with the same formula, charge and spin = 12.92 kJ/mol


Computed, not measured: a cluster of 2 separate species, C2H4NO3 in total at a distorted geometry, with ωB97M-V/def2-TZVPD.

Structure (XYZ):
```
10
Properties=species:S:1:pos:R:3:lowdin_charge:R:1
C -2.082 -0.282 -0.337 -0.47
N -0.994 -0.643 0.418 0.08
O -3.127 -0.865 -0.558 -0.05
H -1.876 0.728 -0.782 0.11
H 0.001 -0.304 0.083 0.06
H -1.122 -1.545 0.811 0.07
O 1.489 -0.093 0.623 -0.21
C 2.356 0.692 0.015 -0.50
O 3.576 0.955 0.475 -0.20
H 1.779 1.357 -0.748 0.11
```

Output
E_LUMO = 3.95 eV
frontier orbital gap = 8.88 eV
net charge = -1
HOMO energy = -4.934 eV
energy above the lowest of the compared OMol25 structures with the same formula, charge and spin = 97.64 kJ/mol


| no. | electronic energy (hartree) |
| --- | --- |
| 1 | -283.338479 |
| 2 | -681.963789 |
| 3 | -682.088105 |
| 4 | -681.928253 |
| 5 | -359.175944 |
| 6 | -359.143677 |